62
Properties=species:S:1:pos:R:3:mulliken_charge:R:1 method="wB97M-V/def2-TZVPD" homo_lumo_gap_ev=7.429 e_homo_ev=-17.20 charge=+3
H 0.452 2.294 -4.647 0.334
H -3.556 0.372 0.169 -0.020
H 2.120 -3.717 -0.532 0.347
H 0.791 -1.762 3.123 0.275
Ir -0.200 -0.166 -0.087 1.271
C 3.817 -1.844 1.231 -1.174
C 2.791 -4.030 -2.546 -0.807
C 2.590 -3.277 -1.403 -0.410
H -0.062 -3.141 2.390 0.416
As -1.266 -0.985 1.929 0.713
H -1.699 3.113 -0.263 0.306
H -1.775 3.597 5.422 0.446
H -2.497 1.592 -4.980 0.471
C -2.327 1.549 5.106 -0.796
H -0.739 4.219 0.735 0.516
H -0.520 3.784 3.318 0.384
N -3.825 0.631 -0.765 -0.269
C 0.093 1.267 -4.658 -0.920
H 4.847 -1.846 0.873 0.460
H 4.319 -1.708 -4.501 0.454
H -3.772 -1.196 1.540 0.414
C -2.236 0.443 4.271 -0.706
H -2.912 -2.685 1.062 0.423
C -0.695 3.352 0.076 -1.161
H -0.045 3.575 -0.770 0.425
N -0.973 1.099 -3.646 0.110
H 3.438 -2.861 1.310 0.389
H -4.804 0.781 -0.956 0.249
C -2.916 0.765 -1.715 1.137
H 2.480 -5.065 -2.572 0.440
C -2.971 -1.885 1.797 -1.237
H 1.900 3.288 1.862 0.511
H -2.879 1.477 6.033 0.441
H 0.904 0.585 -4.425 0.315
H -0.682 -2.406 3.890 0.526
H 3.936 -0.326 -2.477 0.435
H -2.715 -0.484 4.565 0.421
C -2.295 1.302 -3.957 -0.232
C -0.666 0.746 -2.394 0.329
C -0.917 1.741 2.732 0.527
C 3.616 -1.361 -2.506 -0.392
H -3.205 -2.317 2.769 0.469
C -0.181 -2.211 2.942 -1.163
C -3.272 1.150 -3.042 -1.102
C -1.706 2.743 4.762 -0.767
H -0.322 1.026 -5.632 0.374
O 1.404 -1.190 0.608 -0.173
As 0.028 1.870 1.068 0.675
H -4.305 1.319 -3.309 0.452
C -0.998 2.846 3.572 -0.902
C 1.869 2.295 1.410 -1.247
H 2.420 2.306 0.471 0.436
C 3.415 -3.461 -3.655 -0.456
C 3.009 -1.948 -1.402 0.720
H 3.586 -4.064 -4.537 0.445
N -1.620 0.567 -1.426 -0.328
H 3.752 -1.318 2.181 0.430
O 0.517 0.533 -1.982 -0.770
H 2.299 1.572 2.099 0.370
S 2.860 -0.944 0.030 0.509
C -1.530 0.536 3.078 0.359
C 3.827 -2.136 -3.638 -0.693

---

14
Properties=species:S:1:pos:R:3:mulliken_charge:R:1 method="wB97M-V/def2-TZVPD" homo_lumo_gap_ev=10.320 e_homo_ev=-10.11 smiles="C=CC=O.CO"
H -1.256 0.665 -1.671 0.341
H -0.445 -2.711 0.115 0.223
H 2.259 0.846 -0.515 0.314
H -0.989 -1.023 0.197 0.105
O -2.050 2.120 -0.510 -0.492
O 0.970 -1.444 0.813 -0.484
C -1.118 1.449 -0.892 -0.070
H 0.443 2.337 0.369 0.354
C 1.229 0.781 -0.853 -0.813
H 0.998 -0.568 1.217 0.315
H 1.014 0.010 -1.590 0.232
C 0.265 1.579 -0.390 0.110
H -0.847 -1.984 1.690 0.274
C -0.394 -1.795 0.708 -0.410

---

109
Properties=species:S:1:pos:R:3:mulliken_charge:R:1 method="wB97M-V/def2-TZVPD" homo_lumo_gap_ev=7.834 e_homo_ev=-8.11
H -2.136 4.823 -4.369 0.448
H 0.095 3.216 0.119 0.551
H -1.508 -9.677 -2.256 0.305
Br 4.466 -6.591 -3.442 -0.021
H 0.748 5.897 1.731 0.059
H -3.780 -7.571 0.403 0.387
H -3.778 -8.694 -0.880 0.321
H 0.764 4.889 7.487 0.445
H 0.115 1.574 -4.002 0.225
H 2.476 2.428 5.564 0.422
O -2.463 -0.254 1.744 -0.612
H -1.910 -4.278 -2.746 0.325
H -0.266 -8.103 0.087 0.338
H 1.846 -0.076 -0.597 -0.507
N -2.811 0.793 2.251 1.019
H 0.716 5.828 -2.097 0.358
H 0.252 -9.984 -2.136 0.304
C -1.578 4.009 -4.828 -1.237
H 1.709 2.458 7.129 0.347
H 1.285 -4.756 -1.119 0.216
Br 6.228 3.371 1.230 -0.042
P -1.650 3.156 -2.229 0.695
H 0.787 0.174 4.183 0.336
C 4.420 -4.835 -2.658 -0.308
H 1.903 2.391 1.807 -0.292
H -0.501 -9.778 -3.709 0.362
H -4.818 4.786 -2.782 0.375
C 0.284 1.119 4.390 -0.817
H 2.754 3.825 6.681 0.443
H -0.745 4.794 6.516 0.289
H 1.506 4.058 -0.646 0.586
N -0.248 -8.000 -2.648 0.401
C 5.271 1.808 0.652 -0.355
Br 0.095 -1.345 0.638 0.105
H -0.678 -3.469 -1.721 0.105
H -3.887 4.156 -0.229 0.263
H -4.122 -6.962 -1.206 0.292
H -0.513 5.929 -0.834 0.263
H 0.126 2.416 1.713 -0.048
H 1.156 -6.618 -3.175 0.002
O -0.858 4.167 3.820 -0.994
H 5.890 1.279 -0.055 0.442
C -1.307 -7.978 0.381 -1.038
Br 0.954 -1.348 -2.463 -0.052
H 0.993 0.903 1.980 0.002
H -2.235 4.914 -0.218 0.238
Br 3.676 2.354 -0.315 0.027
C 2.031 3.099 6.297 -1.258
H -3.873 2.072 0.902 0.383
H -1.356 -7.218 1.163 0.237
H 0.444 6.426 3.353 0.317
H 2.065 6.668 2.708 0.496
Br 3.130 -3.706 -3.527 0.077
C -0.884 -4.303 -2.402 -0.764
C 0.632 3.432 -0.808 -1.618
C -0.934 1.695 -4.327 -1.028
C 3.055 4.414 3.346 -0.814
H -0.777 1.053 4.138 0.173
H -0.562 4.317 -5.101 0.322
H 1.023 2.507 -1.241 -0.011
C 1.511 -1.102 -0.609 0.608
H -3.621 5.780 -0.862 0.317
H -2.681 2.864 1.936 0.373
H -1.732 -8.935 0.686 0.437
C -2.895 1.964 1.359 -0.601
H -0.219 -4.031 -3.239 0.164
C 0.987 1.962 2.219 0.255
C -0.278 5.480 -1.811 -0.966
N 1.614 4.685 3.268 0.554
H 0.111 -5.081 0.121 0.235
O -3.184 0.918 3.399 -0.580
C 0.338 4.888 6.487 -1.135
N -2.050 -7.553 -0.819 0.312
H -2.153 1.860 0.571 -0.023
H -2.096 3.716 -5.744 0.365
H 0.622 -7.553 -4.541 0.276
H -1.444 0.842 -3.886 0.315
Br 6.180 -4.025 -2.685 -0.053
H -3.898 3.714 -3.847 0.397
C -4.153 3.919 -2.813 -1.123
N -1.528 2.935 -3.860 0.301
C -3.498 -7.653 -0.652 -1.124
N -2.919 4.220 -2.084 0.185
N -0.510 -5.561 -1.808 0.316
P 0.525 3.736 4.075 0.604
H 3.549 5.123 2.688 0.524
H -4.699 3.078 -2.369 0.314
H -1.024 5.876 -2.493 0.322
H 0.378 1.305 5.458 0.367
N 0.971 2.195 3.655 0.248
O -2.414 -6.582 -3.203 -0.955
C -0.532 -9.433 -2.668 -1.046
H 4.152 -4.891 -1.614 0.284
C 0.538 -5.492 -0.811 -0.693
C -3.167 4.789 -0.760 -0.907
C 1.218 5.990 2.715 -0.980
H 1.744 -8.258 -3.240 0.471
P -1.406 -6.914 -2.190 0.376
N -0.299 4.037 -1.771 0.495
O -1.749 1.888 -1.497 -1.107
Br 4.810 0.613 2.076 -0.060
N 0.891 3.788 5.695 0.114
H -0.861 1.734 -5.411 0.345
H 3.227 3.381 3.052 0.118
Br 3.027 -2.231 -0.195 -0.051
H 3.448 4.595 4.352 0.161
H 0.947 -6.463 -0.550 0.282
H 0.617 5.859 6.053 0.292
C 0.888 -7.634 -3.485 -0.809

---

96
Properties=species:S:1:pos:R:3:mulliken_charge:R:1 method="wB97M-V/def2-TZVPD" homo_lumo_gap_ev="5.431 / 5.447" e_homo_ev="-1.25 / -1.40" charge=-2
H -1.304 -5.016 0.526 0.360
H 5.026 4.723 2.975 0.346
C -2.373 -0.899 2.106 -0.440
C -1.184 -3.522 -3.865 -0.634
H 4.410 2.349 -0.530 0.159
N 2.232 -0.598 -0.539 0.920
C -2.906 1.417 1.055 -0.530
P 0.730 -3.081 0.477 0.793
C -4.460 0.721 -3.472 -0.566
C 4.350 4.239 2.279 -0.521
C 2.123 3.679 1.583 -0.492
H 2.572 4.821 3.339 0.409
H 0.567 7.123 -1.564 0.375
H -6.258 3.288 -2.194 0.349
H 5.131 0.193 -1.907 0.523
O -3.704 2.216 1.572 -0.870
C 1.143 -2.202 -3.447 -0.014
H -1.880 4.293 -3.644 0.447
C -3.551 0.495 -2.429 0.387
H 1.396 0.552 1.908 0.620
H 5.187 -2.052 -0.378 0.451
H -1.813 -7.036 1.858 0.379
H -0.242 -7.774 3.628 0.355
C 0.430 0.383 2.394 0.072
C 4.853 3.542 1.191 -0.605
C -5.429 1.712 -3.398 -0.665
C -3.658 1.291 -1.242 -0.423
C -2.014 -0.780 3.621 0.203
C -0.728 5.830 -2.686 -0.524
N -2.505 -0.410 -2.541 0.220
C -2.493 -1.447 -3.367 -0.154
C -1.157 -2.176 -3.504 0.557
P 1.340 2.245 -0.605 1.469
N -0.593 0.867 1.475 -0.113
H 2.692 -2.485 1.843 0.372
H 1.685 1.178 -2.748 0.483
C -0.236 -1.944 1.565 0.107
H 3.123 2.138 -2.339 0.495
C -0.678 -1.373 3.842 -2.242
C 4.329 -1.424 -0.581 -1.248
C 1.406 -5.019 2.530 -0.256
C 0.528 -4.584 1.540 0.186
H -3.444 -0.950 1.922 0.513
C 2.372 1.453 -1.940 -1.328
C -0.389 3.478 -2.343 -0.498
N -2.796 0.990 -0.205 0.357
H -0.644 -2.343 4.332 0.287
H -0.688 2.449 -2.525 0.096
C 2.619 3.000 0.464 0.214
H -2.754 -1.183 4.315 0.517
H 2.053 -1.637 -3.268 0.308
C 1.126 -6.155 3.279 -0.751
C 2.996 0.224 -1.313 0.063
H -1.273 6.645 -3.148 0.352
H 1.048 3.699 1.734 0.499
C 3.998 2.916 0.292 -0.597
C -5.502 2.513 -2.268 -0.625
Tl -0.569 -0.052 -0.811 1.473
H 1.296 -1.506 3.030 0.919
C -1.894 0.667 1.944 0.986
C -0.627 -5.337 1.310 -0.276
C -4.625 2.306 -1.211 -0.580
H 5.925 3.479 1.037 0.384
C 0.982 5.059 -1.174 -0.612
C 1.200 -3.548 -3.765 -0.845
C 2.976 4.300 2.479 -0.721
C 0.310 -1.136 2.737 1.086
C -2.027 0.783 3.501 -0.376
C 3.034 -1.598 -0.102 -0.521
C -0.031 -6.883 3.048 -0.400
C -0.910 -6.469 2.055 -0.652
C -0.874 1.473 4.148 -1.236
C 0.649 3.731 -1.440 0.518
C 0.005 -4.218 -3.982 -0.329
H 3.064 -3.621 0.547 0.761
O -3.445 -1.949 -4.001 -0.808
H -4.679 2.925 -0.329 0.454
H 0.008 -5.272 -4.236 0.370
C 4.304 -0.243 -1.361 -1.038
H -2.144 -3.991 -4.028 0.449
N -0.001 -1.532 -3.316 0.001
H -1.044 2.133 4.994 0.337
H -4.393 0.086 -4.343 0.385
C 2.520 -2.702 0.784 -1.200
H -6.122 1.855 -4.221 0.363
H 2.157 -4.050 -3.828 0.419
C 0.298 6.097 -1.792 -0.596
H 2.318 -4.470 2.729 0.244
H 1.785 5.289 -0.488 0.316
C -1.566 -1.857 1.330 -1.469
C -1.068 4.513 -2.962 -0.683
H -2.027 -2.425 0.526 0.223
H -2.997 1.202 3.760 0.692
H 1.819 -6.476 4.049 0.375
C 0.337 1.214 3.663 -1.119
H 1.245 1.648 4.067 0.559

---

Computed F_max (Eh/bohr) in order:
0.0123; 0.0084; 0.0332; 0.0185
Computed relative energy (zero: lowest compared OMol25 entry of this formula, charge and spin) (kJ/mol) in order:
0.00; 215.26; 17.53; 548.40